Here is an isolated molecule of C25H54OSi from OMol25. Energies are from the ωB97M-V functional and the def2-TZVPD basis.

Element x y z (Å)
1 C 4.828 -1.618 2.550
2 C 5.384 -0.169 2.469
3 C 4.963 0.617 1.197
4 C 4.268 1.969 1.495
5 C 2.718 1.876 1.583
6 C 1.959 2.882 0.672
7 C 1.362 2.261 -0.607
8 C 0.256 3.175 -1.199
9 C -1.053 3.037 -0.377
10 C -2.308 2.504 -1.116
11 C -3.074 1.506 -0.212
12 Si -2.436 -0.280 -0.312
13 C -1.187 -0.397 -1.733
14 C -0.295 -1.666 -1.750
15 C 1.157 -1.374 -2.212
16 C 1.771 -2.586 -2.947
17 C 3.114 -2.283 -3.649
18 O 3.766 -1.123 -3.163
19 C 4.740 -1.416 -2.186
20 C -3.842 -1.476 -0.785
21 C -5.254 -1.131 -0.237
22 C -6.261 -1.009 -1.403
23 C -5.758 -2.224 0.755
24 C -1.612 -0.948 1.277
25 C -1.920 -0.264 2.633
26 C -3.431 -0.054 2.891
27 C -1.108 1.044 2.851
28 H 4.158 -1.743 3.406
29 H 4.260 -1.872 1.646
30 H 5.641 -2.342 2.658
31 H 5.073 0.375 3.366
32 H 6.477 -0.221 2.497
33 H 5.858 0.805 0.590
34 H 4.266 -0.002 0.623
35 H 4.559 2.712 0.739
36 H 4.651 2.348 2.453
37 H 2.401 2.053 2.616
38 H 2.414 0.854 1.325
39 H 2.638 3.699 0.403
40 H 1.132 3.304 1.258
41 H 2.138 2.091 -1.369
42 H 0.949 1.271 -0.372
43 H 0.625 4.204 -1.112
44 H 0.063 2.937 -2.249
45 H -0.842 2.354 0.452
46 H -1.337 4.000 0.071
47 H -2.071 2.080 -2.096
48 H -2.970 3.361 -1.313
49 H -4.131 1.475 -0.523
50 H -3.072 1.922 0.800
51 H -1.791 -0.410 -2.656
52 H -0.553 0.493 -1.809
53 H -0.704 -2.402 -2.455
54 H -0.259 -2.152 -0.769
55 H 1.164 -0.519 -2.905
56 H 1.794 -1.100 -1.362
57 H 1.878 -3.413 -2.237
58 H 1.052 -2.872 -3.728
59 H 2.972 -2.147 -4.728
60 H 3.793 -3.144 -3.534
61 H 4.280 -1.881 -1.299
62 H 5.514 -2.086 -2.583
63 H 5.196 -0.469 -1.892
64 H -3.881 -1.493 -1.883
65 H -3.530 -2.480 -0.466
66 H -5.258 -0.195 0.331
67 H -6.394 -2.002 -1.853
68 H -5.903 -0.304 -2.159
69 H -7.238 -0.684 -1.026
70 H -6.342 -1.764 1.565
71 H -4.920 -2.744 1.232
72 H -6.409 -2.943 0.250
73 H -1.888 -2.007 1.366
74 H -0.522 -0.906 1.118
75 H -1.571 -0.956 3.414
76 H -3.723 0.998 2.780
77 H -3.672 -0.322 3.931
78 H -4.060 -0.684 2.257
79 H -1.686 1.939 2.609
80 H -0.190 1.021 2.248
81 H -0.779 1.107 3.897

Computed properties:
highest occupied orbital energy	-9.5	eV
SMILES	CCCCCCCCCCC[Si](CCCCCOC)(CC(C)C)CC(C)C
lowest unoccupied orbital energy	0.8165	eV
charge	0

Here is a structure of composition C8H7N2O5Tc from OMol25. Energies are from the ωB97M-V functional and the def2-TZVPD basis.

Element x y z (Å)
1 O 1.391 1.119 -5.557
2 C 1.020 0.613 -4.606
3 Tc -0.165 -0.058 -2.056
4 O -1.158 2.548 -3.521
5 C -0.799 1.606 -2.934
6 C -1.732 -0.405 -0.909
7 O -2.621 -0.550 -0.176
8 C 1.146 -1.324 -1.167
9 O 1.815 -2.076 -0.592
10 C -0.758 -1.333 -3.356
11 O -1.096 -2.133 -4.137
12 H 1.559 0.075 -2.128
13 C 1.354 0.293 3.415
14 N 0.161 0.261 2.549
15 C -1.120 -0.180 3.098
16 C 0.214 0.570 1.285
17 N 0.219 0.964 0.173
18 H 1.035 0.142 4.456
19 H 1.863 1.262 3.301
20 H 2.057 -0.508 3.135
21 H -1.922 0.522 2.825
22 H -1.410 -1.172 2.719
23 H -1.051 -0.235 4.185

Computed properties:
multiplicity	4
highest occupied orbital energy (alpha / beta)	-21.6 / -22.5	eV
ΔE to the lowest compared entry with this formula, charge and spin	1.0889	eV
lowest unoccupied orbital energy (alpha / beta)	-13.1690 / -16.3687	eV
charge	+3
⟨S²⟩	3.783

- charge of number 2 (C8H7N2O5Tc)?
  +3

- The highest charge belongs to which entry?
  C8H7N2O5Tc